Below is a molecular structure, C45H52B2F4N9OP2SSe2V, with properties calculated with wB97M-V/def2-TZVPD.

Computed properties:
F_max	0.00855	Eh/bohr
<S²>	2.01
energy above the lowest of the compared OMol25 structures with the same formula, charge and spin	7.5	kcal per mole
multiplicity	3
HOMO energy (alpha / beta)	-7.67 / -7.67	eV
gap between HOMO and LUMO (alpha / beta)	7.747 / 8.064	eV

```
119
Properties=species:S:1:pos:R:3:forces:R:3:mulliken_spin:R:1
V -0.563509 -1.460579 1.527980 0.009 -0.080 0.356 1.998
C 0.568872 1.920364 2.300343 -0.002 0.033 -0.011 -0.022
C -0.765009 1.485346 2.796880 -0.050 -0.021 0.033 0.025
C -1.722537 2.253042 3.465439 0.050 0.032 0.005 0.011
C -2.793892 1.407361 3.682979 0.007 -0.022 0.007 0.006
C -4.102193 1.689755 4.343217 0.007 -0.014 -0.012 0.000
N -2.471421 0.208091 3.175919 0.030 -0.009 0.011 -0.012
N -1.228319 0.246273 2.629845 -0.070 -0.069 -0.127 0.007
B -3.298045 -1.083635 3.100529 0.000 0.008 0.030 -0.026
N -2.482349 -2.262687 3.691877 -0.041 -0.058 -0.057 0.001
N -1.433761 -2.764005 2.982826 0.058 0.134 0.035 -0.001
C -1.138250 -3.961602 3.486773 -0.087 0.002 -0.052 0.007
C -0.115272 -4.878592 2.902124 -0.013 0.015 -0.028 0.004
C -2.006866 -4.232144 4.552362 0.064 -0.010 0.051 0.002
C -2.845484 -3.138381 4.644360 -0.001 -0.005 -0.023 0.005
C -3.982204 -2.892783 5.578955 0.003 -0.002 -0.009 0.000
N -3.567824 -1.423783 1.624590 -0.002 -0.008 -0.024 -0.006
N -2.527145 -1.680902 0.785022 0.107 0.094 0.070 -0.021
C -3.035887 -2.076955 -0.379706 -0.029 -0.004 -0.002 0.010
C -2.202067 -2.446773 -1.555792 0.011 0.006 0.015 0.002
C -4.431782 -2.080096 -0.289533 0.006 0.016 -0.047 0.003
C -4.728930 -1.659918 0.990620 0.012 -0.015 0.010 0.007
C -6.059698 -1.469589 1.637883 0.011 0.003 0.005 0.000
H 0.922598 2.781473 2.866159 -0.014 0.004 -0.002 0.001
H 1.291544 1.116053 2.388943 0.056 -0.037 0.012 0.015
H 0.510265 2.206820 1.247483 -0.002 -0.004 -0.020 0.005
H -1.643987 3.289162 3.750813 0.002 -0.022 -0.013 0.000
H -4.119830 2.722321 4.686426 0.002 -0.004 0.000 0.000
H -4.932311 1.544529 3.650578 0.010 0.003 0.011 0.001
H -4.267920 1.037088 5.201130 0.004 0.007 -0.012 0.001
H -4.323988 -0.952711 3.697993 0.020 0.004 -0.015 0.000
H 0.728106 -4.351727 2.467263 -0.041 -0.044 -0.005 -0.002
H 0.254120 -5.563393 3.664942 -0.004 0.007 0.004 0.000
H -0.567027 -5.469962 2.103852 0.009 -0.007 -0.003 0.000
H -2.024955 -5.117963 5.165713 0.007 0.017 -0.011 0.000
H -4.004007 -3.671278 6.339040 0.001 0.001 0.000 0.000
H -3.887502 -1.926485 6.074764 0.001 -0.007 -0.002 0.000
H -4.936998 -2.901447 5.051749 0.002 0.000 0.003 0.000
H -1.246713 -1.931009 -1.537792 -0.019 -0.022 0.015 0.003
H -1.997207 -3.518735 -1.565272 0.003 -0.009 0.000 0.001
H -2.722940 -2.180232 -2.475179 0.001 0.000 0.005 0.000
H -5.130273 -2.329512 -1.070803 0.017 0.007 0.013 0.000
H -6.846547 -1.700530 0.922649 0.003 0.002 0.000 0.000
H -6.179587 -2.122105 2.503813 -0.001 0.005 -0.009 0.000
H -6.193455 -0.440792 1.975153 0.004 -0.014 -0.003 0.000
Se 5.057718 0.558466 -1.007714 -0.003 -0.005 -0.005 0.000
P 3.265302 1.166295 -1.920057 0.046 0.060 0.000 -0.002
C 3.038729 0.403422 -3.547893 -0.032 0.026 -0.024 0.001
C 3.104713 -0.989664 -3.592041 0.042 -0.014 -0.011 -0.001
C 2.954675 -1.649633 -4.798982 0.114 0.029 0.010 0.000
C 2.744177 -0.927236 -5.967735 0.059 0.019 0.011 0.000
C 2.685184 0.456780 -5.927807 0.007 -0.039 -0.015 0.000
C 2.835258 1.123981 -4.718458 0.011 -0.010 -0.026 0.001
C 3.224349 2.962415 -2.103120 -0.003 0.004 0.025 0.000
C 2.504164 3.752613 -1.214961 0.011 0.011 -0.047 -0.002
C 2.642616 5.132721 -1.243589 0.020 -0.012 0.000 0.000
C 3.493332 5.726917 -2.162465 0.032 -0.008 0.008 0.000
C 4.217327 4.940334 -3.050222 0.001 0.004 0.016 0.000
C 4.096702 3.561738 -3.011238 0.029 0.023 0.015 0.000
C 1.782322 0.645026 -0.998356 -0.006 0.155 0.110 0.018
C 0.371120 0.666248 -1.139771 0.043 -0.160 -0.119 0.017
N -0.092530 -0.145808 -0.171395 0.154 0.314 -0.267 -0.034
N 0.938127 -0.571310 0.494443 -0.162 -0.076 0.133 0.038
N 2.075644 -0.122249 0.071613 -0.113 -0.107 -0.119 -0.010
P -0.907077 1.375420 -2.220556 -0.028 0.029 -0.051 0.002
Se -2.787376 1.401000 -1.282390 0.007 -0.025 0.034 0.000
C -0.854348 0.363028 -3.716969 0.029 -0.038 0.016 0.000
C -0.160074 -0.840550 -3.759462 -0.059 0.033 -0.034 0.000
C -0.249113 -1.646775 -4.887501 -0.098 -0.029 0.004 0.000
C -1.014958 -1.248067 -5.970437 -0.012 -0.006 0.018 0.000
C -1.704161 -0.039662 -5.931753 0.007 0.013 0.011 0.000
C -1.633518 0.759728 -4.804838 -0.007 0.001 -0.038 0.000
C -0.391339 3.039612 -2.729637 -0.027 0.000 -0.001 0.000
C 0.331434 3.249776 -3.898462 0.027 0.001 0.013 0.000
C 0.672333 4.538288 -4.286852 -0.017 -0.006 0.001 0.000
C 0.272839 5.620326 -3.517927 -0.037 -0.009 -0.016 0.000
C -0.469286 5.415888 -2.361135 -0.022 -0.009 -0.013 0.000
C -0.802736 4.130893 -1.966862 0.027 0.009 0.005 0.000
H 3.271355 -1.548916 -2.678195 -0.009 -0.012 -0.012 0.000
H 2.999321 -2.731125 -4.826356 0.007 0.009 0.006 0.000
H 2.628342 -1.446179 -6.911072 -0.011 0.005 0.005 0.000
H 2.527676 1.022093 -6.837740 0.000 -0.004 0.000 0.000
H 2.810439 2.205374 -4.693898 -0.047 -0.059 -0.026 0.000
H 1.842499 3.291597 -0.492890 -0.010 -0.024 0.014 0.001
H 2.080405 5.742095 -0.547533 0.007 -0.006 -0.010 0.000
H 3.600554 6.804227 -2.183212 -0.004 -0.004 -0.004 0.000
H 4.892631 5.400968 -3.759818 0.000 0.002 0.006 0.000
H 4.699695 2.945530 -3.668015 0.017 0.035 0.043 0.000
H 0.438764 -1.170901 -2.919882 -0.014 0.021 -0.018 0.000
H 0.283392 -2.589052 -4.907649 -0.037 0.023 -0.002 0.000
H -1.082960 -1.879841 -6.847509 0.002 0.007 0.006 0.000
H -2.306043 0.271476 -6.776232 0.004 -0.006 0.011 0.000
H -2.192395 1.687639 -4.758398 0.003 -0.012 0.001 0.000
H 0.612387 2.406209 -4.513998 -0.005 0.012 0.009 0.000
H 1.240595 4.694939 -5.195694 -0.009 -0.001 0.013 0.000
H 0.531197 6.626471 -3.824798 0.002 -0.017 0.008 0.000
H -0.794268 6.261979 -1.768343 0.001 -0.011 -0.007 0.000
H -1.408018 3.961625 -1.084548 -0.006 0.000 -0.001 0.000
F 2.162792 -3.570873 0.611048 -0.131 0.029 -0.088 -0.001
B 1.112289 -3.629818 -0.301512 -0.038 -0.037 0.024 -0.001
F 0.804637 -4.910296 -0.682737 0.012 0.081 0.049 0.000
F 1.302633 -2.777752 -1.379383 -0.057 -0.008 0.104 0.002
F -0.102968 -3.124540 0.452398 0.187 -0.115 -0.137 -0.029
C 4.018893 -0.284428 2.892484 0.029 -0.031 -0.023 0.000
C 3.639049 -1.724632 2.611179 -0.019 0.012 -0.003 0.001
S 2.144008 -2.353457 3.393060 0.245 -0.066 -0.046 0.004
O 1.010726 -1.479456 2.890200 -0.255 0.022 0.223 -0.028
C 2.350007 -1.811226 5.115505 -0.027 0.051 -0.030 -0.002
C 1.713707 -0.458800 5.400871 0.015 0.003 0.019 0.001
H 4.843973 -0.007191 2.236638 0.003 -0.017 -0.010 0.000
H 4.331104 -0.130150 3.926274 -0.019 0.014 -0.003 0.000
H 3.197886 0.384629 2.650365 -0.032 0.035 0.015 0.000
H 4.416425 -2.433123 2.912597 -0.015 -0.005 -0.011 0.000
H 3.435775 -1.883643 1.549828 0.035 0.001 0.025 0.000
H 3.422014 -1.828902 5.321116 -0.013 -0.010 -0.002 0.000
H 1.880563 -2.593729 5.712857 -0.006 0.008 -0.006 0.000
H 2.213353 0.348683 4.869364 -0.002 -0.013 0.006 0.000
H 1.771922 -0.258251 6.471303 0.007 0.004 -0.007 0.000
H 0.666263 -0.456640 5.101958 0.006 -0.007 0.006 0.001
```
Positions in Å, forces in eV/Å.

=====

Below is a molecular structure, C45H52Br2EuN6O5S3Sb2 at a distorted geometry, with properties calculated with wB97M-V/def2-TZVPD.

Computed properties:
F_max	0.04613	Eh/bohr
<S²>	15.77
multiplicity	8
HOMO energy (alpha / beta)	-5.72 / -5.72	eV
gap between HOMO and LUMO (alpha / beta)	4.927 / 4.929	eV

```
116
Properties=species:S:1:pos:R:3:forces:R:3:mulliken_spin:R:1
Eu -0.509062 0.680408 0.941343 0.895 -0.719 -0.153 4.953
C -1.289106 -3.081788 -1.656326 0.240 -0.772 -0.890 0.019
Sb -2.164631 -5.027725 -1.314698 -0.122 -0.055 0.138 0.002
C -3.564520 -4.219602 0.194188 0.583 -0.343 -0.073 0.001
C -0.482643 -6.034573 -0.172476 -0.731 1.319 0.206 0.002
C 0.834797 -5.968972 -0.876482 1.700 -0.056 -0.019 0.009
C 0.878851 -6.365454 -2.221393 -1.122 0.218 0.783 -0.014
C 2.052658 -6.590329 -2.897211 0.477 -0.172 -0.477 0.020
C 3.266681 -6.376576 -2.258582 0.367 0.086 0.551 -0.009
C 3.289590 -5.921641 -0.933029 -0.548 -0.077 -0.566 0.017
C 2.104958 -5.683687 -0.214181 -1.413 -0.527 -1.557 -0.044
C 2.145097 -5.059906 1.103101 0.235 0.690 -0.292 0.166
Sb 2.584653 -2.795946 0.873248 -1.042 -0.628 2.014 0.342
C 3.236087 -1.934198 -1.079849 -0.598 -0.573 -0.592 0.315
C 4.522536 -3.102535 1.802599 0.405 0.567 -1.122 0.023
H -1.779586 -2.371004 -1.013561 -0.040 0.366 0.318 -0.012
H -1.497369 -2.844781 -2.719989 0.390 0.037 0.715 0.001
H -0.212139 -3.167668 -1.465295 -0.217 0.329 -0.116 0.005
H -4.488235 -3.870799 -0.287411 0.351 -0.105 -0.063 0.000
H -3.063584 -3.388333 0.714770 -0.259 -0.368 0.027 -0.001
H -3.818387 -5.042711 0.867962 -0.006 0.315 0.149 0.000
H -0.785154 -7.063623 -0.058734 -0.233 -0.371 -0.078 0.001
H -0.486372 -5.594756 0.822763 0.153 0.035 0.002 0.000
H -0.100430 -6.493677 -2.713047 0.643 -0.215 0.059 0.000
H 1.997278 -6.980715 -3.909051 0.191 0.198 0.033 0.002
H 4.227298 -6.550728 -2.753119 -0.447 -0.015 0.022 0.000
H 4.251522 -5.737496 -0.460713 -0.115 0.010 0.052 -0.002
H 3.068080 -5.310691 1.630721 -0.360 -0.056 0.255 0.000
H 1.228580 -5.182385 1.705215 0.810 0.357 -0.207 -0.004
H 3.617707 -2.821256 -1.611924 0.205 0.450 -0.046 -0.030
H 4.013023 -1.190837 -0.829230 -0.416 -0.348 -0.249 -0.006
H 2.360217 -1.509292 -1.663732 1.150 -0.387 1.006 -0.029
H 5.124382 -3.794900 1.190758 -0.304 0.118 0.068 0.007
H 4.447739 -3.500674 2.805054 -0.286 0.156 0.184 0.001
H 5.047090 -2.136623 1.761558 -0.081 -0.257 0.357 0.002
O 2.247821 0.883881 0.063132 0.518 0.170 -0.071 -0.032
S 2.557566 2.203288 0.602064 -1.176 -0.305 0.508 -0.008
O 2.828598 3.258490 -0.366185 0.552 -0.464 0.153 -0.002
N 1.228431 2.527833 1.455178 1.504 -0.713 -0.685 0.016
C 0.983450 3.778004 1.913000 -0.324 1.199 0.470 -0.012
C 1.881558 4.839761 2.131477 0.230 -1.157 -0.457 0.003
C 1.457791 6.009070 2.771050 -0.204 0.729 -0.006 -0.001
C 0.150778 6.219386 3.151750 0.161 0.079 0.045 0.002
C -0.787644 5.164360 2.915429 -0.757 0.427 0.637 -0.005
C -2.120223 5.210714 3.428438 0.100 -0.628 -0.518 0.002
C -2.941606 4.106491 3.238936 -0.342 1.739 0.194 -0.001
C -2.520800 3.025071 2.473271 1.463 -0.074 -0.075 0.002
N -1.259864 2.878913 2.051547 -0.789 1.793 0.423 0.020
C -0.407543 3.968112 2.268977 0.442 -0.829 0.334 -0.007
C 4.017706 2.006089 1.693988 -0.939 0.261 -1.931 0.009
C 3.893625 2.178975 3.028939 0.659 0.347 1.682 -0.001
C 5.062523 2.096278 3.814654 -0.053 -0.090 0.281 0.000
C 6.307633 1.784893 3.249577 -0.570 0.004 0.254 0.000
C 6.365782 1.520120 1.880428 -0.127 0.833 -0.282 0.000
C 5.232043 1.713881 1.094592 0.372 -0.724 -0.185 -0.005
H 2.947256 4.744580 1.818048 -1.052 0.026 0.346 0.000
H 2.210197 6.782970 2.949188 -0.315 -0.195 -0.024 0.000
H -0.137618 7.171548 3.655818 0.075 -1.044 -0.452 0.000
H -2.467181 6.124729 3.927775 0.108 -0.549 -0.078 0.000
H -3.967916 4.143506 3.594989 0.149 -0.106 -0.040 0.000
H -3.231624 2.257132 2.218645 -0.004 -0.361 -0.031 -0.005
H 2.939687 2.452278 3.472562 0.151 -0.195 -0.025 0.000
H 4.972797 2.269592 4.895264 0.131 -0.045 -0.525 0.000
H 7.217267 1.766515 3.866367 -0.548 -0.112 -0.290 0.000
H 7.308234 1.317532 1.383153 -0.048 -0.148 0.161 0.000
H 5.282451 1.557546 0.017470 -0.007 0.114 0.207 0.001
C -3.111679 -0.527088 3.559724 0.188 1.068 -0.183 0.000
C -3.959141 -0.527516 2.318528 -0.162 0.074 0.295 0.000
C -5.300964 -1.004270 2.420807 -0.360 -0.168 -0.763 0.002
C -6.021796 -1.248103 1.273625 0.352 0.231 0.644 0.000
C -5.427267 -0.947117 0.028748 0.594 -0.262 -0.950 0.004
C -5.928741 -1.392678 -1.241423 0.239 0.194 -0.419 -0.009
Br -7.392427 -2.687700 -1.460466 0.754 1.127 0.532 0.000
C -5.255371 -1.090605 -2.412791 -0.368 -0.721 0.619 0.018
C -4.004059 -0.449080 -2.420958 -0.455 0.135 1.269 -0.054
Br -2.941971 -0.602372 -3.986940 -0.465 0.069 0.270 0.006
C -3.575518 0.112176 -1.213661 0.259 0.590 -1.184 0.118
O -2.606600 1.114946 -1.240848 0.237 -1.768 1.412 0.070
C -4.170948 -0.229476 0.034182 -0.431 -1.046 0.182 0.006
N -3.426581 -0.075034 1.191750 -0.709 -0.071 -0.308 0.012
H -3.701956 -0.784570 4.449250 0.360 -0.176 -0.321 0.000
H -2.749710 0.516377 3.704184 -0.039 -0.592 0.069 0.000
H -2.217866 -1.156156 3.413460 -0.270 -0.001 0.259 0.003
H -5.738046 -1.215705 3.397969 0.297 0.018 -0.288 0.000
H -7.030833 -1.660278 1.307840 0.323 0.003 -0.034 0.000
H -5.693414 -1.405828 -3.341216 0.135 -0.313 -0.267 0.000
O 1.718714 -3.231038 3.150802 1.617 0.878 -0.644 0.129
N 0.607178 -2.699357 3.472239 -1.958 -1.295 0.342 0.009
O 0.835848 -1.128195 1.869583 -0.308 -0.312 -0.804 0.094
N 0.039743 -1.823879 2.784829 0.487 1.619 0.290 0.020
C -1.799771 3.991872 -1.833255 0.940 0.817 0.187 0.036
C -3.113500 3.277415 -2.149638 -1.393 1.372 -0.796 0.291
C -3.612664 3.696857 -3.543189 0.271 0.273 -1.324 0.027
C -4.342217 3.538245 -1.240502 0.008 0.330 0.619 0.044
C -2.711972 1.921040 -2.332100 -0.158 -0.980 -0.381 0.518
H -1.927409 5.084983 -1.666363 0.070 -0.636 0.110 0.016
H -1.109790 3.877562 -2.709864 -0.574 0.081 0.694 -0.004
H -1.266823 3.516870 -0.973044 -0.486 0.564 -0.397 0.016
H -3.920116 4.742057 -3.559873 0.120 0.186 0.112 0.008
H -4.504856 3.129251 -3.880607 0.585 0.057 0.365 -0.008
H -2.822601 3.580620 -4.328875 -0.550 0.043 0.621 -0.002
H -4.379373 4.633387 -1.023709 0.101 -0.832 0.190 -0.004
H -4.376617 2.937240 -0.304258 0.281 0.561 -0.433 -0.003
H -5.292632 3.334580 -1.771154 0.593 -0.151 0.106 0.001
H -2.158843 1.666425 -3.204822 0.518 -0.244 -0.253 -0.085
S 0.732890 0.226242 -2.811360 -0.009 0.517 0.080 0.005
C 2.061585 0.939912 -3.513880 0.792 0.583 0.099 -0.009
N 3.001343 1.798515 -3.034544 -1.154 -0.591 0.369 0.004
C 4.070728 2.252692 -3.908414 0.416 0.062 0.066 0.000
C 3.987426 1.358196 -5.134092 1.317 0.266 -0.667 0.000
S 2.410128 0.579875 -5.180007 -0.933 -0.447 -0.340 0.002
H 2.843203 2.198064 -2.111550 0.202 0.050 -0.002 0.000
H 5.080053 2.127557 -3.427827 -1.049 0.268 -0.276 0.000
H 3.956999 3.292566 -4.252594 -0.146 -0.120 0.611 0.000
H 4.745908 0.597763 -5.073511 0.313 -0.443 0.004 0.001
H 4.193539 1.916708 -6.052991 -0.208 -0.055 0.160 0.000
```
Positions in Å, forces in eV/Å.

=====

<S²> of number 2 (C45H52Br2EuN6O5S3Sb2)?
15.77